No. 1
{"formula": "Cl2HNS", "method": "ωB97M-V/def2-TZVPD", "species": ["N", "S", "Cl", "Cl", "H"], "positions_angstrom": [[0.82, -0.18, -0.69], [-1.96, 1.04, 0.35], [1.00, -1.70, -0.04], [1.54, 1.04, 0.08], [-1.40, -0.20, 0.29]], "lowdin_charge": [-1.04, 0.32, 0.51, 0.54, -0.33], "e_homo_ev": [-10.03, -9.55], "homo_lumo_gap_ev": [8.41, 7.19], "de_lowest_kj_mol": 330.6, "charge": 0}

---

No. 2
{"formula": "Cl2N2O14", "method": "ωB97M-V/def2-TZVPD", "species": ["N", "O", "O", "O", "N", "O", "O", "O", "Cl", "O", "O", "O", "O", "Cl", "O", "O", "O", "O"], "positions_angstrom": [[8.41, -13.99, 8.01], [9.15, -13.15, 8.61], [8.96, -14.46, 6.95], [7.29, -14.31, 8.40], [7.15, -19.31, 12.42], [7.24, -19.11, 13.65], [7.96, -19.92, 11.67], [6.05, -18.92, 11.93], [7.20, -18.30, 7.46], [6.43, -19.27, 6.72], [8.47, -18.03, 6.79], [6.50, -16.95, 7.22], [7.26, -18.72, 8.84], [9.90, -16.85, 11.41], [8.72, -16.74, 10.55], [10.45, -18.15, 11.35], [10.77, -15.77, 11.09], [9.52, -16.83, 12.81]], "lowdin_charge": [-0.63, -0.17, -0.15, -0.05, -0.62, -0.15, -0.08, -0.14, 0.66, -0.47, -0.42, -0.45, -0.34, 0.59, -0.34, -0.40, -0.40, -0.44], "e_homo_ev": 3.89, "homo_lumo_gap_ev": 6.30, "de_lowest_kj_mol": 135.0, "charge": -4}

---

No. 3
{"formula": "Cl2O2S", "method": "ωB97M-V/def2-TZVPD", "species": ["O", "O", "S", "Cl", "Cl"], "positions_angstrom": [[-0.16, -1.37, 0.42], [0.85, 0.68, -0.63], [-0.54, -0.35, -0.54], [2.15, 0.32, 0.35], [-2.30, 0.73, 0.40]], "lowdin_charge": [-0.51, -0.92, 0.71, 0.66, 0.05], "e_homo_ev": -10.96, "homo_lumo_gap_ev": 9.42, "de_lowest_kj_mol": 141.2, "charge": 0}

---

Number 1: calculated total energy -37381.7322 eV. Number 2: calculated total energy -56658.4581 eV. Number 3: calculated total energy -39972.2655 eV.